# 1
An isolated molecule of C10H8N2, computed with ωB97M-V/def2-TZVPD.

Values from the calculation:
**LUMO level**: 0.64 eV
**Calculated total energy**: -13475.639 eV
**Kohn-Sham gap**: 9.307 eV
**HOMO energy**: -8.7 eV
**Relative energy (zero: lowest compared OMol25 entry of this formula, charge and spin)**: 390.1 kJ/mol
**SMILES**: c1ccc([C@@H]2c3nccn32)cc1

Last column: Löwdin charge in e.
Positions of all 20 atoms, in Å:
C1 -2.543 -2.015 0.431  -0.093
C2 -1.280 -2.153 0.952  -0.056
C3 -0.105 -1.436 0.482  0.013
C4 -0.373 -0.470 -0.459  -0.183
C5 0.705 0.396 -0.963  -0.061
C6 1.962 0.471 -0.249  -0.236
N1 3.209 0.819 -0.043  0.086
C7 3.161 2.090 0.397  -0.161
C8 1.852 2.594 0.415  -0.064
N2 1.076 1.542 -0.015  0.073
C9 -1.726 -0.206 -0.799  -0.060
C10 -2.742 -0.936 -0.391  -0.136
H1 -3.485 -2.488 0.824  0.126
H2 -1.083 -2.869 1.730  0.094
H3 0.860 -1.819 0.700  0.107
H4 0.797 0.557 -2.001  0.133
H5 4.077 2.509 0.757  0.086
H6 1.461 3.593 0.461  0.092
H7 -2.022 0.438 -1.569  0.102
H8 -3.803 -0.617 -0.660  0.138

***

# 2
A 2-piece molecular cluster, C10H8N2O2 overall, computed with ωB97M-V/def2-TZVPD.

Values from the calculation:
**LUMO level (alpha / beta)**: -0.23 / -0.23 eV
**Calculated total energy**: -17569.692 eV
**Kohn-Sham gap (alpha / beta)**: 7.460 / 7.461 eV
**HOMO energy (alpha / beta)**: -7.7 / -7.7 eV
**Relative energy (zero: lowest compared OMol25 entry of this formula, charge and spin)**: 379.4 kJ/mol

Last column: Löwdin charge in e.
Positions of all 22 atoms, in Å:
C1 1.829 -0.735 2.831  -0.080
C2 2.308 0.179 1.907  -0.086
C3 0.681 -1.370 2.474  -0.057
C4 1.584 0.586 0.831  -0.002
C5 -0.059 -0.989 1.374  -0.057
C6 -1.060 1.568 -0.566  -0.113
C7 -1.730 2.002 -1.776  -0.120
C8 -0.340 0.412 -0.561  -0.105
C9 -0.636 -1.942 -1.607  -0.423
C10 -1.761 1.591 -3.023  -0.195
N1 0.306 0.019 0.541  -0.076
N2 -0.988 -1.766 -2.747  0.208
O1 -0.011 -2.481 -0.755  0.083
O2 -2.004 1.427 -4.161  0.150
H1 2.477 -1.104 3.644  0.120
H2 3.200 0.803 2.125  0.125
H3 -0.037 -1.965 3.102  0.139
H4 2.151 1.227 0.133  0.140
H5 -0.901 -1.511 1.043  0.104
H6 -1.226 2.215 0.273  0.093
H7 -2.385 2.868 -1.838  0.121
H8 -1.400 -1.035 -3.244  0.031